No. 1
{
  "formula": "C5H9FO",
  "method": "ωB97M-V/def2-TZVPD",
  "orbital_gap_ev": 10.029,
  "homo_energy_ev": -9.38,
  "lumo_energy_ev": 0.653,
  "total_charge": 0,
  "symbols": ["C", "C", "C", "C", "C", "H", "H", "H", "H", "H", "H", "H", "H", "H", "O", "F"],
  "xyz": [[0.9600, 1.2160, 1.9008], [0.1156, -0.4443, 0.3290], [-1.2682, -1.1997, 0.4293], [0.6563, -0.1077, -0.7363], [-0.0195, -0.2063, -2.2307], [1.7796, 1.8864, 0.7896], [-0.3401, 1.9314, 2.0772], [1.4908, 1.0395, 3.1027], [-1.8387, -0.5345, 1.5014], [-1.0214, -2.3008, 0.6880], [-1.9722, -1.3548, -0.5773], [-0.0228, 0.7097, -2.6629], [-1.2471, -0.5020, -2.2379], [0.4114, -0.9390, -3.1288], [0.6371, -0.1623, 1.5200], [1.6793, 0.9684, -0.7642]],
  "atomic_forces_ev_per_a": [[-0.611, 1.516, 0.617], [-4.198, -1.982, 4.191], [-0.859, -0.187, 1.188], [1.662, 3.785, -9.506], [-1.542, -4.741, 0.586], [-2.627, -2.028, 4.136], [4.105, -2.034, -0.578], [-1.584, 0.953, -4.100], [1.520, -2.473, -3.693], [-0.615, 1.852, 0.223], [1.973, 1.156, 2.886], [0.297, 3.044, -1.040], [3.599, 0.703, 0.501], [-0.572, 1.599, 2.957], [0.838, 1.596, 2.067], [-1.385, -2.761, -0.435]]
}


No. 2
{
  "formula": "C5H9FO",
  "method": "ωB97M-V/def2-TZVPD",
  "orbital_gap_ev": 10.307,
  "homo_energy_ev": -9.55,
  "lumo_energy_ev": 0.754,
  "total_charge": 0,
  "symbols": ["C", "C", "C", "C", "C", "O", "F", "H", "H", "H", "H", "H", "H", "H", "H", "H"],
  "xyz": [[1.9261, 1.7792, 0.5859], [0.0730, -1.8519, -0.2916], [-1.3440, -0.0686, 0.9130], [-0.1195, 0.3635, -1.2923], [-0.4236, -0.4080, -0.2520], [2.4457, 0.7622, 0.8363], [2.5005, 2.8098, -0.2358], [-1.0034, -2.4338, -0.3749], [0.5725, -1.9172, 0.6963], [0.6003, -2.0475, -1.2435], [-2.1186, 0.7232, 0.5972], [-0.9967, 0.1053, 1.9439], [-1.8660, -0.9348, 0.9295], [0.4986, 2.0112, 0.8677], [0.0403, -0.1355, -2.1948], [-0.7851, 1.2427, -1.4849]],
  "atomic_forces_ev_per_a": [[-3.742, 1.162, -0.760], [-3.323, 0.398, 0.152], [0.229, 3.078, -1.329], [-3.455, 1.293, 0.310], [0.954, -0.105, -0.059], [0.281, 0.984, -0.022], [-1.157, -1.926, 1.830], [2.909, 0.742, 0.641], [0.068, -1.201, -0.846], [0.223, -0.053, 1.043], [1.410, -0.857, 0.625], [0.445, 0.096, -0.606], [-2.158, -2.749, 0.690], [4.752, -0.139, -0.896], [1.439, -0.624, -1.337], [1.125, -0.097, 0.565]]
}


No. 3
{
  "formula": "C5H9FO",
  "method": "ωB97M-V/def2-TZVPD",
  "orbital_gap_ev": [7.496, 8.822],
  "homo_energy_ev": [-8.89, -9.41],
  "lumo_energy_ev": [-1.398, -0.591],
  "total_charge": 0,
  "symbols": ["C", "C", "C", "C", "C", "O", "F", "H", "H", "H", "H", "H", "H", "H", "H", "H"],
  "xyz": [[-0.2010, -0.0099, 0.6580], [0.8207, -0.0428, -0.7158], [-0.0763, -1.4384, 1.2280], [-1.6185, 0.2121, 0.0932], [1.1841, 1.2037, -1.4020], [0.2297, 0.9360, 1.4672], [1.8227, -0.8982, -0.6423], [-0.7354, -1.5038, 2.0887], [0.9364, -1.6392, 1.5655], [-0.3678, -2.1780, 0.4869], [-1.9368, -0.6596, -0.4696], [-1.6560, 1.0907, -0.5459], [-2.3016, 0.3752, 0.9235], [1.9820, 1.7237, -0.8621], [0.3298, 1.8664, -1.4866], [1.5882, 0.9620, -2.3869]],
  "atomic_forces_ev_per_a": [[-0.692, -1.073, -0.501], [-0.224, 0.827, 2.370], [0.063, 0.395, 0.030], [0.473, 0.093, 0.149], [0.258, 0.126, -0.327], [0.753, -0.294, -1.486], [-0.170, 0.166, -0.170], [-0.128, -0.064, 0.082], [0.070, 0.026, 0.012], [-0.037, -0.116, -0.055], [-0.116, -0.097, -0.147], [-0.010, 0.103, -0.038], [-0.052, -0.022, 0.102], [-0.052, -0.076, 0.061], [-0.055, 0.008, 0.002], [-0.082, -0.002, -0.084]]
}